Entry 1:
DFT (wB97M-V/def2-TZVPD) results for a structure of composition C42H37AsClN2O6PReS.

Last column: Löwdin charge in e.
Cartesian coordinates (Å):
Re1 1.354 -1.709 0.277  1.4084
O1 0.719 -4.975 2.352  -0.1414
Cl1 0.885 -3.844 1.561  0.7620
O2 1.813 -3.990 0.403  -0.3479
O3 1.492 -2.648 2.261  -0.4042
O4 -0.329 -3.265 0.955  -0.3563
C1 -0.803 -6.456 -5.412  -0.0223
C2 -0.648 -5.176 -4.644  -0.2251
C3 -0.679 -5.175 -3.247  -0.0004
C4 -0.537 -4.004 -2.532  -0.0292
C5 -0.342 -2.815 -3.237  -0.3099
C6 -0.313 -2.780 -4.633  -0.0372
C7 -0.470 -3.967 -5.321  -0.0030
S1 -0.192 -1.341 -2.377  0.6748
O5 -0.186 -0.220 -3.252  -0.2277
O6 -0.963 -1.383 -1.162  -0.3273
N1 1.382 -1.385 -1.634  -0.1980
C8 2.589 -1.250 -2.290  -0.2240
C9 2.814 -1.137 -3.653  0.0594
C10 4.131 -1.039 -4.124  -0.0094
C11 5.196 -1.052 -3.256  0.0412
C12 4.990 -1.151 -1.851  -0.1233
C13 6.017 -1.164 -0.888  0.0615
C14 5.691 -1.251 0.443  0.0103
C15 4.349 -1.307 0.822  -0.0541
N2 3.357 -1.299 -0.068  -0.0414
C16 3.680 -1.235 -1.393  -0.1534
H1 -1.225 -7.245 -4.794  0.0871
H2 0.169 -6.796 -5.774  0.1005
H3 -1.443 -6.313 -6.283  0.0943
H4 -0.839 -6.106 -2.719  0.1284
H5 -0.605 -4.005 -1.453  0.0980
H6 -0.210 -1.842 -5.160  0.1200
H7 -0.472 -3.958 -6.404  0.1317
H8 1.984 -1.120 -4.345  0.1129
H9 4.306 -0.952 -5.187  0.1290
H10 6.208 -0.977 -3.635  0.1363
H11 7.053 -1.110 -1.201  0.1420
H12 6.453 -1.271 1.210  0.1302
H13 4.063 -1.369 1.862  0.1229
C17 -0.482 1.419 0.026  -0.4005
C18 -0.918 2.716 0.696  -0.4203
As1 -2.467 3.442 -0.325  1.3189
C19 -3.101 4.666 1.052  -0.4318
C20 -4.471 4.879 1.183  -0.1223
C21 -4.956 5.775 2.124  -0.0699
C22 -4.078 6.472 2.942  -0.0760
C23 -2.712 6.277 2.807  -0.0794
C24 -2.226 5.380 1.863  -0.1212
C25 -3.655 1.949 0.063  -0.4397
C26 -4.151 1.218 -1.015  -0.1279
C27 -5.031 0.160 -0.807  -0.0795
C28 -5.430 -0.165 0.479  -0.0771
C29 -4.943 0.561 1.562  -0.0807
C30 -4.057 1.607 1.354  -0.1159
P1 0.678 0.467 1.051  0.9734
C31 2.143 1.477 1.335  -0.3513
C32 2.482 2.489 0.439  -0.0776
C33 3.661 3.203 0.611  -0.0475
C34 4.500 2.917 1.677  -0.0485
C35 4.172 1.905 2.572  -0.0561
C36 3.003 1.181 2.396  -0.1316
C37 -0.177 0.124 2.598  -0.3603
C38 0.230 0.610 3.840  -0.0695
C39 -0.488 0.272 4.977  -0.0429
C40 -1.601 -0.553 4.880  -0.0390
C41 -2.023 -1.016 3.641  -0.0490
C42 -1.319 -0.672 2.498  -0.1084
H14 -0.015 1.593 -0.948  0.0819
H15 -1.334 0.759 -0.150  0.0510
H16 -0.131 3.469 0.665  0.0520
H17 -1.205 2.575 1.739  0.0725
H18 -5.170 4.341 0.552  0.1049
H19 -6.023 5.930 2.218  0.1102
H20 -4.457 7.171 3.675  0.1091
H21 -2.022 6.829 3.433  0.1064
H22 -1.153 5.260 1.764  0.0889
H23 -3.859 1.483 -2.024  0.0931
H24 -5.421 -0.393 -1.653  0.1065
H25 -6.137 -0.970 0.640  0.1079
H26 -5.274 0.323 2.565  0.1074
H27 -3.707 2.186 2.202  0.1084
H28 1.836 2.730 -0.394  0.1043
H29 3.913 3.994 -0.082  0.1182
H30 5.407 3.490 1.819  0.1183
H31 4.819 1.690 3.412  0.1189
H32 2.751 0.398 3.103  0.1019
H33 1.080 1.273 3.929  0.0980
H34 -0.179 0.658 5.938  0.1187
H35 -2.150 -0.823 5.772  0.1193
H36 -2.907 -1.633 3.559  0.1189
H37 -1.680 -1.013 1.532  0.0996

Its total charge is +2. As for the LUMO energy (spin up / spin down): -8.52 / -7.77 eV. Its energy above the lowest of the compared OMol25 structures with the same formula, charge and spin is 50.4 kJ/mol. Its spin multiplicity is 2. The energy comes out at -155012.36253 eV. Its expectation value of S² is 0.94.

=====

Entry 2:
DFT (wB97M-V/def2-TZVPD) results for a cluster of 2 separate species, C20H30N4OS2 in total.

Last column: natural (NBO) charge in e.
Cartesian coordinates (Å):
N1 0.263 -4.508 1.294  -0.3080
C1 0.890 -3.761 0.673  0.2845
C2 1.686 -2.959 -0.279  -0.3101
C3 2.049 -1.619 0.487  -0.3725
C4 3.435 -1.006 0.096  -0.4198
C5 3.355 0.469 -0.435  -0.5448
S1 3.969 0.463 -2.151  0.3381
C6 3.781 2.092 -2.843  -0.1248
S2 4.753 2.512 -4.060  0.0792
N2 2.797 2.941 -2.290  -0.4363
C7 1.456 2.671 -2.232  -0.1188
C8 0.954 3.809 -1.670  -0.0776
N3 1.931 4.711 -1.359  -0.4431
C9 3.033 4.161 -1.756  0.1940
C10 0.883 -2.592 -1.570  -0.3276
C11 1.925 -2.359 -2.621  0.2841
N4 2.749 -2.342 -3.440  -0.3145
C12 -0.039 -3.679 -2.110  -0.4318
C13 -1.307 -2.980 -2.710  0.2595
C14 -1.992 -1.922 -1.691  -0.5169
O1 -1.170 -1.654 -3.018  -0.4722
H1 2.646 -3.437 -0.483  0.2616
H2 2.145 -1.932 1.534  0.2263
H3 1.229 -0.897 0.469  0.2161
H4 3.901 -1.670 -0.639  0.2201
H5 4.049 -0.983 0.999  0.2258
H6 4.015 1.079 0.187  0.2264
H7 2.339 0.868 -0.353  0.2281
H8 0.956 1.786 -2.591  0.2383
H9 -0.096 3.992 -1.487  0.2076
H10 4.042 4.545 -1.726  0.2116
H11 0.427 -1.619 -1.387  0.2885
H12 0.335 -4.190 -3.002  0.2409
H13 -0.504 -4.342 -1.378  0.2546
H14 -1.980 -3.581 -3.322  0.2079
H15 -2.459 -0.947 -1.897  0.3184
H16 -2.973 -2.471 -1.908  0.2072
C15 -0.533 1.503 1.414  -0.6067
C16 -1.964 1.087 1.105  -0.3999
C17 -3.018 1.921 1.831  -0.3974
C18 -2.971 1.834 3.358  -0.3970
C19 -3.110 0.424 3.930  -0.3982
C20 -4.446 -0.234 3.599  -0.6094
H17 -0.292 1.382 2.471  0.2034
H18 0.165 0.888 0.842  0.1920
H19 -0.362 2.546 1.138  0.2092
H20 -2.086 0.026 1.341  0.1990
H21 -2.125 1.184 0.027  0.1959
H22 -4.009 1.620 1.478  0.1998
H23 -2.903 2.970 1.540  0.2013
H24 -3.770 2.462 3.764  0.2015
H25 -2.035 2.271 3.720  0.1996
H26 -3.010 0.481 5.017  0.2022
H27 -2.291 -0.212 3.581  0.1937
H28 -5.277 0.362 3.980  0.2012
H29 -4.505 -1.225 4.053  0.2110
H30 -4.578 -0.358 2.522  0.1989

Its total charge is 0. As for the LUMO energy: -0.55 eV. Its energy above the lowest of the compared OMol25 structures with the same formula, charge and spin is 0.0 kJ/mol. The energy comes out at -50898.12473 eV. Its SMILES is N#C[C@H](CCCSC(=S)n1ccnc1)[C@@H](C#N)C[C@H]1CO1.CCCCCC.

=====

Entry 3:
DFT (wB97M-V/def2-TZVPD) results for a cluster of 7 separate species, C6H27NO7 in total.

Last column: natural (NBO) charge in e.
Cartesian coordinates (Å):
C1 -0.870 -0.483 -0.766  -0.4570
C2 -0.629 -1.796 -1.498  0.0893
C3 -1.355 -2.899 -0.710  -0.6371
O1 0.764 -2.117 -1.475  -0.7814
C4 -0.288 0.851 -1.272  -0.2425
N1 0.717 1.410 -0.320  -0.6761
C5 0.666 2.873 -0.226  -0.2218
C6 1.374 3.587 -1.384  -0.6300
H1 -1.898 -0.305 -0.467  0.2308
H2 -0.415 -0.621 0.218  0.2193
H3 -1.034 -1.820 -2.513  0.1677
H4 -1.883 -2.552 0.184  0.2236
H5 -0.616 -3.452 -0.104  0.2096
H6 -1.863 -3.622 -1.328  0.2235
H7 1.325 -1.337 -1.648  0.4999
H8 -1.092 1.580 -1.274  0.2031
H9 0.125 0.835 -2.284  0.1824
H10 1.633 1.191 -0.702  0.3808
H11 -0.361 3.246 -0.221  0.1940
H12 1.097 3.186 0.730  0.1900
H13 1.660 4.611 -1.187  0.2170
H14 2.286 3.050 -1.668  0.1974
H15 0.756 3.546 -2.278  0.2020
H16 -2.739 -0.611 3.582  0.4837
H17 -2.381 -0.981 2.202  0.4855
O2 -3.064 -1.166 2.860  -0.9632
H18 1.860 -0.911 1.839  0.4974
H19 1.759 0.629 1.652  0.4856
O3 1.805 -0.069 2.324  -0.9753
H20 2.842 -0.880 -0.403  0.5053
H21 3.600 -0.690 -1.820  0.4922
O4 2.896 -0.392 -1.242  -0.9888
H22 1.351 -2.515 0.340  0.5109
H23 2.715 -2.680 0.064  0.4833
O5 2.202 -2.236 0.760  -0.9719
H24 -4.007 0.463 0.291  0.4673
H25 -3.601 0.532 1.772  0.4938
O6 -3.528 1.003 0.926  -0.9680
H26 -0.979 0.911 1.773  0.4798
H27 0.067 0.235 2.687  0.5060
O7 -0.894 0.398 2.587  -1.0080

Its total charge is 0. As for the LUMO energy: 0.14 eV. Its energy above the lowest of the compared OMol25 structures with the same formula, charge and spin is 111.0 kJ/mol. The energy comes out at -22482.49847 eV. Its SMILES is CCNCC[C@H](C)O.O.O.O.O.O.O.

=====

Entry 4:
DFT (wB97M-V/def2-TZVPD) results for a cluster of 14 separate species, C42H64BBr2Cl39N3O3 in total.

Last column: Löwdin charge in e.
Cartesian coordinates (Å):
C1 7.338 -1.563 1.469  -0.0957
C2 5.826 -1.047 1.923  -0.2375
O1 5.025 -0.504 0.813  -0.2372
C3 5.144 0.959 0.701  -0.2376
C4 3.781 1.681 0.072  -0.1565
C5 3.653 1.463 -1.573  -0.2065
C6 2.235 2.015 -2.190  -0.1936
C7 1.244 0.798 -2.763  -0.1294
C8 0.741 -0.076 -1.431  -0.2064
C9 1.273 -1.604 -1.695  -0.1187
N1 0.869 -2.620 -0.650  -0.1960
N2 1.610 -3.770 -0.848  0.0583
C10 -0.659 -2.873 -0.561  -0.2683
C11 -1.036 -3.570 -1.965  -0.2441
C12 -2.312 -3.015 -2.812  -0.1237
C13 -0.842 -3.822 0.788  -0.4324
Br1 0.500 -3.978 2.319  0.6867
C14 -2.062 -4.679 1.073  -0.6016
C15 -2.182 -5.630 2.448  -0.1707
Br2 -3.671 -4.761 -0.090  0.7654
C16 -1.213 -1.370 -0.240  -0.0919
B1 -2.741 -1.220 0.324  -0.3618
O2 -3.896 -0.846 -0.570  0.0012
C17 -3.190 -1.364 1.935  -0.1396
C18 -2.268 -0.466 2.949  -0.1339
C19 -0.925 -0.221 -1.369  -0.1925
C20 -1.487 1.278 -1.021  -0.1317
C21 -0.920 1.898 0.417  -0.1421
C22 -1.972 3.032 1.035  -0.2219
N3 -3.394 2.529 1.147  -0.1173
C23 -4.156 3.172 2.288  -0.1902
C24 -5.439 2.145 2.601  -0.0533
C25 -5.389 1.113 3.879  -0.0488
C26 -6.609 0.058 4.190  -0.0703
C27 -7.952 0.029 3.215  -0.0605
C28 -8.027 1.070 1.937  -0.0130
C29 -6.784 2.123 1.616  -0.1316
O3 -6.922 2.996 0.409  -0.1519
H1 7.400 -2.739 1.668  0.0821
H2 8.163 -1.095 2.192  0.0853
H3 7.594 -1.336 0.348  0.0547
H4 5.968 -0.319 2.832  0.1218
H5 5.287 -2.012 2.358  0.1249
H6 6.081 1.197 0.001  0.0280
H7 5.412 1.485 1.739  0.1345
H8 2.876 1.188 0.663  0.1089
H9 3.861 2.814 0.369  0.1230
H10 3.855 0.317 -1.772  0.1007
H11 4.555 2.093 -2.036  0.1035
H12 2.478 2.794 -3.059  0.1225
H13 1.715 2.642 -1.329  0.0995
H14 0.348 1.286 -3.343  0.1178
H15 1.938 0.135 -3.465  0.1264
H16 1.206 0.304 -0.428  0.1260
H17 2.465 -1.543 -1.639  0.1573
H18 1.024 -1.874 -2.800  0.1017
H19 1.241 -2.176 0.244  0.1654
H20 1.832 -3.922 -1.866  -0.0015
H21 2.490 -3.709 -0.276  0.1254
H22 -0.160 -3.680 -2.769  0.0259
H23 -1.277 -4.717 -1.721  0.0380
H24 -2.055 -2.141 -3.584  0.1001
H25 -3.273 -2.764 -2.196  0.0583
H26 -2.637 -3.919 -3.526  0.0233
H27 -1.230 -6.342 2.550  0.0230
H28 -2.289 -4.915 3.396  0.0848
H29 -3.110 -6.357 2.391  0.0857
H30 -0.543 -1.019 0.690  0.1370
H31 -4.491 -0.276 0.002  0.0995
H32 -3.197 -2.469 2.314  0.0898
H33 -4.309 -0.970 2.074  0.1079
H34 -1.122 -0.465 2.717  0.0608
H35 -2.381 -0.965 4.028  0.0835
H36 -2.727 0.625 3.078  0.0634
H37 -1.255 -0.471 -2.457  0.1406
H38 -1.067 2.032 -1.847  0.1220
H39 -2.671 1.391 -1.123  0.1203
H40 -0.713 1.083 1.229  0.0863
H41 0.066 2.505 0.151  0.1023
H42 -1.984 3.974 0.321  0.0476
H43 -1.564 3.360 2.098  0.1307
H44 -3.894 2.677 0.223  0.0784
H45 -3.463 3.318 3.223  0.1282
H46 -4.644 4.161 1.893  0.0972
H47 -4.471 1.100 4.612  0.0900
H48 -6.482 -0.680 5.111  0.0879
H49 -8.820 -0.726 3.451  0.0834
H50 -8.961 1.076 1.196  0.1007
H51 -7.785 3.514 0.468  0.1205
C30 -4.114 6.499 -1.084  -1.5010
Cl1 -4.044 6.922 -2.803  0.5441
Cl2 -5.058 5.019 -0.845  0.5893
Cl3 -2.481 6.309 -0.424  0.5364
H52 -4.609 7.314 -0.549  -0.0287
C31 0.183 -4.719 6.050  -1.5494
Cl4 1.443 -4.447 7.266  0.5350
Cl5 -0.321 -6.418 6.046  0.5081
Cl6 -1.206 -3.660 6.346  0.5190
H53 0.596 -4.480 5.067  -0.0583
C32 7.737 -0.859 -2.845  -1.5234
Cl7 8.120 -0.727 -4.570  0.5405
Cl8 7.120 0.682 -2.225  0.5444
Cl9 6.563 -2.156 -2.566  0.5132
H54 8.655 -1.104 -2.306  -0.0005
C33 -3.989 10.651 -2.315  -1.5347
Cl10 -3.027 12.073 -1.877  0.5062
Cl11 -4.893 10.055 -0.913  0.4960
Cl12 -5.090 11.032 -3.650  0.5331
H55 -3.307 9.863 -2.645  -0.0155
C34 1.137 11.383 -2.481  -1.5256
Cl13 1.520 11.515 -4.206  0.5246
Cl14 0.520 12.924 -1.861  0.5129
Cl15 -0.037 10.085 -2.202  0.4941
H56 2.055 11.138 -1.942  0.0188
C35 1.721 -8.048 1.790  -1.5279
Cl16 2.463 -6.747 0.843  0.4754
Cl17 1.059 -7.415 3.307  0.5019
Cl18 0.457 -8.858 0.850  0.5400
H57 2.494 -8.782 2.031  -0.0482
C36 -2.831 9.367 2.405  -1.5481
Cl19 -1.977 9.491 0.858  0.4821
Cl20 -4.584 9.413 2.153  0.5102
Cl21 -2.364 7.886 3.257  0.5053
H58 -2.550 10.224 3.023  -0.0985
C37 -0.131 10.727 5.286  -1.4932
Cl22 0.723 10.851 3.739  0.5306
Cl23 -1.884 10.773 5.034  0.5822
Cl24 0.336 9.246 6.138  0.5266
H59 0.150 11.583 5.904  0.0219
C38 -1.737 -6.764 -4.754  -1.4704
Cl25 -0.803 -7.685 -5.946  0.5117
Cl26 -0.670 -6.105 -3.503  0.6028
Cl27 -2.645 -5.465 -5.546  0.5714
H60 -2.450 -7.441 -4.277  0.0032
C39 2.621 -4.616 -5.536  -1.4704
Cl28 3.363 -3.315 -6.483  0.5513
Cl29 1.959 -3.983 -4.019  0.6053
Cl30 1.357 -5.427 -6.476  0.5354
H61 3.394 -5.350 -5.295  0.0298
C40 -3.046 -10.227 -7.376  -1.5499
Cl31 -3.598 -9.343 -8.809  0.5242
Cl32 -3.810 -9.579 -5.914  0.5142
Cl33 -3.387 -11.957 -7.542  0.5303
H62 -1.965 -10.096 -7.286  -0.0099
C41 9.063 1.706 0.899  -1.5311
Cl34 9.997 0.785 -0.293  0.5303
Cl35 10.130 2.366 2.150  0.5429
Cl36 8.155 3.006 0.107  0.5273
H63 8.350 1.029 1.376  -0.0203
C42 6.221 -7.872 2.682  -1.5085
Cl37 6.963 -6.570 1.735  0.5156
Cl38 5.559 -7.238 4.198  0.5277
Cl39 4.957 -8.682 1.741  0.5475
H64 6.994 -8.606 2.923  0.0227

Its total charge is +1. As for the LUMO energy: -2.43 eV. The energy comes out at -684314.80093 eV.

=====

Looking at max |F| for the records above, in order, we have 1.7 3.9 1.9 5.7 eV/A.